(1)
ORCA calculation (ωB97M-V with the def2-TZVPD basis set) on a molecular structure, C43H28F5N2O6PPdSi.

Cartesian coordinates (Å):
Pd1 -0.2500 -0.0744 -0.2316
C1 6.8687 1.5973 1.4980
C2 5.9825 1.7297 2.5574
C3 4.6449 1.4070 2.3907
C4 4.1964 0.9443 1.1579
C5 5.0884 0.8088 0.0932
C6 6.4220 1.1387 0.2657
P1 2.4579 0.6004 0.8493
C7 2.3660 -0.8750 -0.1523
C8 2.4098 -0.7610 -1.5540
C9 2.6717 -1.8820 -2.3184
C10 2.9336 -3.1044 -1.7094
C11 2.9700 -3.1995 -0.3217
C12 2.7175 -2.0917 0.4593
C13 1.7468 2.0046 -0.0034
C14 2.4854 3.1206 -0.3902
C15 1.8051 4.2085 -0.9129
C16 0.4183 4.1943 -0.9811
C17 -0.3136 3.0787 -0.5831
C18 0.3641 1.9431 -0.1752
H1 7.9134 1.8431 1.6360
H2 6.3309 2.0868 3.5172
H3 3.9549 1.5027 3.2189
H4 4.7430 0.4304 -0.8613
H5 7.1117 1.0324 -0.5611
H6 2.2378 0.2004 -2.0238
H7 2.6809 -1.8097 -3.3980
H8 3.1357 -3.9761 -2.3173
H9 3.2113 -4.1464 0.1444
H10 2.7682 -2.1437 1.5407
H11 3.5615 3.1344 -0.2709
H12 2.3554 5.0858 -1.2269
H13 -0.1161 5.0691 -1.3297
H14 -1.3912 3.1179 -0.6013
C19 -4.4856 -3.7074 -2.6903
C20 -4.3222 -2.4902 -3.3373
C21 -3.8045 -1.4000 -2.6553
C22 -3.4346 -1.5024 -1.3119
C23 -3.6010 -2.7375 -0.6770
C24 -4.1245 -3.8264 -1.3555
Si1 -2.7606 -0.0419 -0.3197
C25 -3.4245 1.5702 -1.0518
C26 -4.2241 2.4100 -0.2738
C27 -4.7070 3.6073 -0.7840
C28 -4.4060 3.9798 -2.0862
C29 -3.6201 3.1519 -2.8780
C30 -3.1293 1.9637 -2.3608
H15 -4.8947 -4.5557 -3.2236
H16 -4.6027 -2.3866 -4.3784
H17 -3.6987 -0.4537 -3.1710
H18 -3.3230 -2.8419 0.3675
H19 -4.2543 -4.7712 -0.8413
H20 -3.2512 -0.1893 1.0746
H21 -4.4668 2.1229 0.7430
H22 -5.3198 4.2482 -0.1624
H23 -4.7835 4.9128 -2.4852
H24 -3.3805 3.4378 -3.8949
H25 -2.4847 1.3420 -2.9743
O1 1.9036 0.4511 2.3057
C31 0.5568 0.3294 2.8038
O2 -0.4235 0.3777 2.0220
C32 0.5110 0.1867 4.1974
C33 -0.7569 0.0409 4.8217
C34 -0.8310 -0.1132 6.1829
C35 0.2995 -0.1330 7.0029
C36 1.5356 0.0089 6.3745
C37 1.6665 0.1606 5.0149
N1 2.7452 0.0027 7.1946
O3 2.6283 -0.2007 8.3857
O4 3.8149 0.1944 6.6396
N2 -2.1469 -0.2587 6.8056
O5 -3.1299 -0.1684 6.0941
O6 -2.1864 -0.4756 8.0011
H26 -1.6571 0.0421 4.2265
H27 0.2252 -0.2552 8.0692
H28 2.6519 0.2493 4.5865
F1 -0.5118 -1.9791 -2.0527
C38 -0.4844 -2.7502 -0.9293
C39 -0.3503 -2.1218 0.2975
C40 -0.3215 -2.9412 1.4052
F2 -0.1462 -2.4284 2.6311
C41 -0.4327 -4.3198 1.2971
F3 -0.3924 -5.0915 2.3844
C42 -0.5673 -4.9063 0.0506
F4 -0.6697 -6.2310 -0.0580
C43 -0.5899 -4.1153 -1.0854
F5 -0.6986 -4.6719 -2.2911

Cartesian forces (eV/Å) of the 3 atoms listed first:
-1.5564 0.1173 0.1337
-0.0217 -0.0069 0.0166
0.0548 0.0233 0.0015

As for the spin multiplicity: 5. Its total charge is 0. As for the energy relative to the best compared isomer or geometry (same formula, charge and spin): 61.1 kJ/mol. The frontier orbital gap (alpha / beta) is 5.200 / 6.099 eV. The lowest unoccupied orbital energy (alpha / beta) is -0.0240 / -0.1089 hartree. The largest force on an atom is 1.6 eV/Å. The calculation puts the HOMO energy (alpha / beta) at -5.85 / -9.06 eV.



(2)
ORCA calculation (ωB97M-V with the def2-TZVPD basis set) on a molecular structure, C43H30Br2CoN11O5.

Cartesian coordinates (Å):
Co1 -2.5621 3.5116 -1.3037
O1 -1.8875 5.7367 -5.0283
C1 -2.9369 5.2226 -5.6942
C2 -3.1471 5.6602 -7.0040
C3 -4.2056 5.1737 -7.7432
C4 -5.0805 4.2391 -7.1938
C5 -4.8733 3.8050 -5.8987
C6 -3.8094 4.2787 -5.1296
C7 -3.6083 3.7848 -3.7411
O2 -2.6117 4.2767 -3.0699
N1 -4.4245 2.8778 -3.2805
N2 -4.0459 2.5561 -1.9792
C8 -4.6747 1.5976 -1.4133
C9 -4.3650 1.0925 -0.0935
C10 -5.1413 0.0282 0.3875
C11 -4.9370 -0.5356 1.6297
C12 -3.9151 -0.0112 2.4318
C13 -3.1230 1.0200 1.9857
C14 -3.3076 1.6146 0.7071
O3 -2.4926 2.5412 0.3363
H1 -1.9084 5.3319 -4.1269
H2 -2.4585 6.3887 -7.4122
H3 -4.3544 5.5265 -8.7570
H4 -5.9128 3.8584 -7.7714
H5 -5.5349 3.0817 -5.4413
H6 -5.4809 1.1266 -1.9725
H7 -5.9316 -0.3530 -0.2519
H8 -5.5622 -1.3457 1.9813
H9 -3.7402 -0.4257 3.4185
H10 -2.3299 1.4262 2.6011
C15 -2.2846 -1.7847 -0.5130
N3 -1.9540 -0.7186 -1.4408
C16 -1.3154 0.4342 -1.2076
N4 -1.2616 1.1580 -2.3071
C17 -1.8815 0.3603 -3.2153
N5 -2.3229 -0.7833 -2.7398
C18 -1.2753 -2.9060 -0.5526
C19 -1.2187 -3.7626 -1.6491
C20 -0.2831 -4.7819 -1.6997
C21 0.6101 -4.9618 -0.6533
C22 0.5607 -4.1090 0.4427
C23 -0.3790 -3.0804 0.4895
C24 1.4932 -4.2651 1.5588
N6 1.4854 -3.6779 2.7027
N7 2.5877 -4.1661 3.4020
C25 3.1651 -5.0084 2.6249
O4 2.5305 -5.1347 1.4314
C26 4.3651 -5.8044 2.8805
C27 4.8624 -6.6743 1.9193
C28 6.0013 -7.4181 2.1902
C29 6.6442 -7.2901 3.4093
C30 6.1548 -6.4127 4.3745
C31 6.8961 -6.2380 5.6772
N8 8.1279 -5.4774 5.5295
C32 8.3474 -4.1589 5.6388
N9 9.5937 -3.8719 5.3289
C33 10.1029 -5.0873 5.0121
N10 9.2561 -6.0898 5.1120
C34 5.0156 -5.6712 4.1055
H11 -3.2762 -2.1407 -0.7868
H12 -2.3588 -1.3440 0.4801
H13 -0.9822 0.7351 -0.2271
H14 -2.0521 0.6563 -4.2377
H15 -1.9085 -3.6094 -2.4704
H16 -0.2476 -5.4424 -2.5561
H17 1.3401 -5.7594 -0.6862
H18 -0.4029 -2.4262 1.3527
H19 4.3595 -6.7706 0.9667
H20 6.3870 -8.1001 1.4440
H21 7.5408 -7.8615 3.6161
H22 7.1888 -7.2035 6.0865
H23 6.2719 -5.7236 6.4068
H24 7.5863 -3.4611 5.9504
H25 11.1252 -5.2390 4.7059
H26 4.6071 -4.9899 4.8420
Br1 -4.5070 7.5893 1.3765
C35 -2.7326 7.0349 1.0243
C36 -1.6796 7.7607 1.5761
C37 -0.3727 7.4144 1.3516
Br2 1.0141 8.4628 2.1330
C38 -0.0605 6.2960 0.5492
C39 1.2435 5.8484 0.2367
C40 1.4233 4.7523 -0.5582
C41 0.2970 4.0707 -1.0489
N11 -0.9205 4.4654 -0.7665
C42 -1.1352 5.5581 0.0050
C43 -2.5449 5.9034 0.2074
O5 -3.4504 5.2182 -0.3322
H27 -1.9059 8.6202 2.1931
H28 2.0938 6.3883 0.6320
H29 2.4138 4.4000 -0.8118
H30 0.3848 3.1931 -1.6788

Cartesian forces (eV/Å) of the 3 atoms listed first:
-0.0088 -0.0790 0.0094
-0.0023 0.0300 -0.0732
0.0386 0.0194 0.0246

As for the spin multiplicity: 2. Its total charge is -1. As for the energy relative to the best compared isomer or geometry (same formula, charge and spin): 0.0 kJ/mol. The frontier orbital gap (alpha / beta) is 5.684 / 5.656 eV. The lowest unoccupied orbital energy (alpha / beta) is 0.0419 / 0.0419 hartree. The largest force on an atom is 0.2 eV/Å. The calculation puts the HOMO energy (alpha / beta) at -4.54 / -4.52 eV.



- Which value of total charge does entry 1 give?
  0



- Among the records above, which one has the highest total charge?
  C43H28F5N2O6PPdSi